# C10H13CrN3O5

A molecular structure, C10H13CrN3O5 in a non-equilibrium geometry (wB97M-V/def2-TZVPD, OMol25).

XYZ file:
```
32
Properties=species:S:1:pos:R:3:forces:R:3
O 0.00010 0.00000 -3.06080 -0.038 -0.003 3.463
C 0.00010 0.00000 -1.91100 0.098 0.003 -6.703
Cr 0.00000 0.00000 0.00000 -0.613 -0.012 -1.665
O 1.88770 -2.40940 0.00010 -1.653 2.080 -0.250
C 1.17860 -1.50430 0.00000 2.854 -3.724 0.413
C -1.17860 1.50430 0.00000 -2.676 3.630 0.509
O -1.88780 2.40940 -0.00010 1.609 -2.067 -0.206
C -1.50430 -1.17860 -0.00010 -3.318 -2.861 0.309
O -2.40940 -1.88770 -0.00010 2.077 1.536 -0.375
C 1.50430 1.17860 0.00020 3.692 2.951 0.402
O 2.40930 1.88770 0.00020 -2.122 -1.636 -0.239
C 2.06370 -0.22450 4.19370 0.493 0.147 -0.516
N 0.61690 -0.05880 4.40410 -1.368 0.326 -0.066
C 0.18390 -0.18990 5.79150 0.122 -0.560 1.006
C -0.31750 0.08060 3.25840 0.397 -0.230 0.029
N 0.19520 -0.01160 2.04580 -1.104 0.264 4.284
N -1.75160 0.24740 3.48000 3.036 -0.198 0.927
C -2.32020 0.89900 4.64980 -0.269 0.745 0.474
C -2.72430 -0.28650 2.55880 -0.706 -0.487 -0.427
H 2.64160 -0.32030 5.13700 -0.915 0.100 -0.421
H 2.47760 0.66480 3.67060 -0.333 -0.517 0.014
H 2.26750 -1.15020 3.61270 -0.184 0.492 0.103
H -0.02070 0.79680 6.24400 -0.310 -0.350 -0.336
H -0.64840 -0.91630 5.87680 0.138 0.762 -0.042
H 0.98950 -0.58470 6.44670 -0.270 0.085 -0.870
H 1.20320 -0.14560 2.03700 -0.142 -0.151 0.643
H -3.07500 1.64610 4.32620 0.185 -0.656 -0.118
H -2.82550 0.14890 5.29870 0.338 0.477 -0.287
H -1.59880 1.51150 5.19700 -0.043 -0.488 -0.103
H -2.68650 0.26760 1.61290 0.078 -0.399 0.119
H -2.56030 -1.37720 2.44440 0.032 0.672 -0.226
H -3.76520 -0.15660 2.92950 0.915 0.067 0.155
```
Forces are in eV/Å.

The spin multiplicity is 5. For the maximum force, the calculation gives 6.70 eV/A. The calculation puts the lowest unoccupied orbital energy (spin up / spin down) at -6.348 / -11.256 eV. The HOMO energy (spin up / spin down) comes out at -13.0475 / -15.7795 eV. Its net charge is +2. The total energy is -1973.011072 Eh. The calculation puts the frontier orbital gap (spin up / spin down) at 6.70 / 4.52 eV.